[1]
The following is a quantum chemistry calculation of a molecular structure, C43H43CoN3O2P2Si, from the Open Molecules 2025 dataset.

Calculated values
Calculated total energy, eV: -117927.5471
Energy relative to the best compared isomer or geometry (same formula, charge and spin), kcal per mole: 0.0
Total charge: +1
HOMO level (alpha / beta), eV: -10.669 / -10.708
Kohn-Sham gap (alpha / beta), Ha: 0.3093 / 0.2365
Spin multiplicity: 5
Largest force on an atom, eV/Å: 0.53
Expectation value of S²: 6.04

```
95
C43H43CoN3O2P2Si wB97M-V/def2-TZVPD
Co -0.012 0.038 0.153
O 1.563 -0.429 -0.813
N 2.516 -1.149 -0.335
N 2.343 -1.379 0.893
O 1.330 -0.866 1.519
C 3.263 -2.226 1.608
C 3.894 -3.258 0.934
C 4.774 -4.059 1.646
C 4.997 -3.827 2.997
C 4.341 -2.792 3.649
C 3.461 -1.975 2.955
H 3.691 -3.430 -0.113
H 5.280 -4.871 1.142
H 5.684 -4.459 3.544
H 4.518 -2.615 4.702
H 2.944 -1.158 3.437
C -1.161 -1.918 2.838
N -1.674 -0.704 3.447
C -0.691 0.341 3.635
P -0.385 1.363 2.126
C -1.800 2.482 2.010
C -3.042 2.156 2.552
C -4.115 3.026 2.401
C -3.950 4.220 1.717
C -2.713 4.547 1.175
C -1.644 3.678 1.311
C 1.041 2.371 2.580
C 0.991 3.188 3.710
C 2.094 3.945 4.068
C 3.248 3.898 3.293
C 3.297 3.101 2.160
C 2.196 2.334 1.804
C -2.675 -0.881 4.453
C -2.511 -0.414 5.755
C -3.526 -0.576 6.690
C -4.703 -1.220 6.349
C -4.859 -1.706 5.058
C -3.861 -1.533 4.113
P -1.234 -1.832 1.000
C -2.993 -1.921 0.617
C -3.728 -0.738 0.587
C -5.107 -0.785 0.439
C -5.750 -2.009 0.314
C -5.018 -3.191 0.336
C -3.641 -3.149 0.491
C -0.439 -3.324 0.375
C 0.107 -4.295 1.212
C 0.756 -5.395 0.667
C 0.859 -5.530 -0.709
C 0.322 -4.561 -1.549
C -0.321 -3.459 -1.010
H -1.775 -2.763 3.148
H -0.127 -2.115 3.140
H 0.281 -0.033 3.982
H -1.053 1.047 4.381
H -3.195 1.226 3.084
H -5.076 2.767 2.826
H -4.786 4.899 1.604
H -2.581 5.483 0.647
H -0.685 3.937 0.877
H 0.084 3.252 4.302
H 2.053 4.577 4.945
H 4.107 4.495 3.572
H 4.191 3.077 1.550
H 2.239 1.713 0.916
H -1.587 0.057 6.064
H -3.380 -0.205 7.697
H -5.490 -1.346 7.081
H -5.774 -2.211 4.775
H -4.012 -1.885 3.101
H -3.229 0.220 0.667
H -5.678 0.135 0.418
H -6.825 -2.044 0.192
H -5.521 -4.143 0.230
H -3.072 -4.071 0.510
H 0.036 -4.206 2.288
H 1.176 -6.148 1.321
H 1.358 -6.393 -1.131
H 0.409 -4.661 -2.622
H -0.728 -2.699 -1.669
C -4.547 3.033 -1.727
Si -3.439 2.032 -2.839
C -2.675 3.087 -4.163
C -4.332 0.564 -3.557
C -2.074 1.353 -1.774
C -1.211 0.876 -1.046
H -5.397 3.429 -2.289
H -4.000 3.877 -1.302
H -4.933 2.433 -0.899
H -3.467 3.510 -4.788
H -2.017 2.501 -4.806
H -2.097 3.915 -3.748
H -5.241 0.878 -4.077
H -4.612 -0.156 -2.784
H -3.694 0.050 -4.280
```

[2]
The following is a quantum chemistry calculation of 3 unconnected molecules or ions with the total composition C26H27O3P, from the Open Molecules 2025 dataset.

Calculated values
Calculated total energy, eV: -42816.2605
HOMO level, eV: -7.969
SMILES: CP(C)c1ccc2c(c1CCO)C(=O)C=CC2=O.c1ccccc1.c1ccccc1
Kohn-Sham gap, Ha: 0.2314
Largest force on an atom, eV/Å: 8.57

```
57
C26H27O3P wB97M-V/def2-TZVPD
C -3.593 -2.362 -1.727
P -2.484 -1.491 -0.437
C -0.903 -0.968 -1.448
C -1.862 -2.676 0.927
C -0.221 -2.708 1.248
C 0.445 -3.720 2.399
C -0.566 -4.686 3.259
C -2.213 -4.695 2.969
C -2.844 -3.682 1.833
C -4.471 -3.698 1.627
C -5.324 -2.923 2.799
O -6.053 -1.722 2.297
C -3.081 -5.761 3.886
O -4.327 -5.575 4.329
C -2.265 -7.157 4.312
C -0.769 -7.159 4.571
C 0.025 -5.693 4.456
O 1.028 -5.327 5.277
H -3.328 -2.102 -2.855
H -3.594 -3.521 -1.569
H -4.694 -1.931 -1.562
H -0.182 -0.273 -0.831
H -0.308 -1.991 -1.603
H -1.184 -0.551 -2.508
H 0.556 -2.017 0.687
H 1.609 -3.726 2.570
H -4.843 -3.267 0.597
H -4.800 -4.845 1.637
H -4.700 -2.640 3.754
H -6.175 -3.667 3.181
H -6.900 -1.711 2.867
H -2.935 -8.125 4.395
H -0.207 -8.162 4.879
C 2.402 0.719 -2.973
C 2.247 1.866 -3.750
C 2.583 3.114 -3.226
C 3.070 3.216 -1.923
C 3.215 2.069 -1.142
C 2.883 0.820 -1.667
H 2.146 -0.254 -3.384
H 1.866 1.788 -4.765
H 2.466 4.008 -3.833
H 3.334 4.188 -1.515
H 3.589 2.148 -0.124
H 2.999 -0.073 -1.060
C 3.294 8.033 -3.422
C 2.890 7.279 -2.320
C 3.623 7.326 -1.135
C 4.764 8.125 -1.052
C 5.173 8.872 -2.156
C 4.437 8.828 -3.341
H 2.718 8.002 -4.343
H 2.003 6.654 -2.386
H 3.307 6.740 -0.276
H 5.334 8.164 -0.128
H 6.065 9.490 -2.094
H 4.755 9.413 -4.200
```

[3]
The following is a quantum chemistry calculation of a molecular structure, C19H31FeN3S4Si2Te, from the Open Molecules 2025 dataset.

Calculated values
Calculated total energy, eV: -125447.8911
Energy relative to the best compared isomer or geometry (same formula, charge and spin), kcal per mole: 0.6
Total charge: +1
HOMO level (alpha / beta), eV: -11.583 / -11.554
Kohn-Sham gap (alpha / beta), Ha: 0.2980 / 0.2517
Spin multiplicity: 6
Largest force on an atom, eV/Å: 3.27
Expectation value of S²: 8.78

```
61
C19H31FeN3S4Si2Te wB97M-V/def2-TZVPD
Fe 0.584 2.806 -0.207
S -1.244 3.459 0.823
S -0.362 0.443 0.558
S 1.285 -0.157 3.724
S 2.103 2.698 1.652
C 2.333 0.016 -1.756
Si 2.469 -1.151 -0.357
C 2.682 -2.891 -1.086
C 3.841 -0.949 0.911
C 0.719 -1.097 0.427
Te 0.243 1.662 2.571
C 0.237 -0.375 5.249
Si -1.304 -1.536 5.099
C -1.875 -1.462 6.838
C -2.410 -0.922 3.760
C -0.839 -3.298 4.719
H 2.954 -0.071 -2.611
H 2.205 1.023 -1.466
H 1.252 -0.190 -2.166
H 3.299 -2.786 -1.952
H 1.729 -3.285 -1.402
H 3.303 -3.622 -0.541
H 4.776 -1.417 0.555
H 3.609 -1.572 1.853
H 4.076 0.107 1.280
H 0.545 -1.659 1.356
H 0.198 -1.679 -0.308
H -0.085 0.570 5.707
H 0.985 -0.786 5.932
H -2.499 -0.614 6.939
H -1.002 -1.159 7.435
H -2.284 -2.408 7.199
H -3.029 -0.135 4.055
H -3.089 -1.629 3.313
H -1.859 -0.607 2.902
H -0.279 -3.916 5.440
H -0.431 -3.498 3.729
H -1.826 -3.760 4.704
C -0.122 4.883 -3.956
C 0.333 4.511 -2.696
N 0.600 3.257 -2.329
C 0.402 2.296 -3.273
C -0.040 2.544 -4.569
C -0.349 3.878 -4.885
C -0.184 1.420 -5.529
C -0.803 0.276 -5.232
C -1.553 -0.045 -4.031
C -1.673 -1.346 -3.525
C -2.363 -1.531 -2.329
N -3.026 -0.526 -1.710
C -2.810 0.687 -2.255
N -2.126 0.980 -3.315
H -0.262 5.909 -4.198
H 0.414 5.258 -1.956
H 0.511 1.286 -2.979
H -0.740 4.148 -5.848
H 0.195 1.637 -6.558
H -0.628 -0.517 -5.943
H -1.207 -2.162 -4.063
H -2.350 -2.554 -1.922
H -3.230 1.559 -1.777
```